Model one:
Entry from OMol25: a cluster of 2 separate species, C3H6N3 in total (ωB97M-V with the def2-TZVPD basis set).

Total charge = +1
Orbital gap (alpha / beta) = 4.98 / 4.91 eV

Each line ends with the Löwdin charge.
Positions of all 12 atoms, in Å:
H -1.44945 -0.64491 -1.89394  0.153
C 2.62814 -1.15377 1.92953  0.200
C -1.27224 0.17519 -1.22486  -0.014
C 0.56214 -1.02958 -0.11683  0.127
H -2.56488 3.02751 -1.03995  0.130
N -1.97363 1.18684 -1.18873  0.009
N -2.40311 2.13538 -0.58652  0.249
H -0.04969 0.78299 0.37703  0.151
H 0.55303 -1.91523 -0.73375  0.085
N -0.14163 -0.02096 -0.24592  0.004
H 3.22988 -0.39163 2.43042  -0.049
H 2.88143 -2.15183 2.29351  -0.046

=====

Model two:
Entry from OMol25: a cluster of 3 separate species, C3H6N3 in total (ωB97M-V with the def2-TZVPD basis set).

Total charge = +1
Orbital gap (alpha / beta) = 7.72 / 7.71 eV

Each line ends with the Löwdin charge.
Positions of all 12 atoms, in Å:
C -0.41308 -1.25390 -0.26924  -0.016
H 0.93745 -0.77798 2.23052  0.098
C -1.22858 -2.15264 0.19765  0.156
N 0.02280 -0.24020 -0.94148  0.105
H -2.22661 -2.15192 0.04060  0.068
H 0.85639 3.99409 -0.09347  0.162
H 0.74062 -0.16716 1.65145  0.032
H -0.83493 -2.96127 0.81946  0.116
H 0.24523 -0.42018 -1.96350  0.238
N 1.03226 3.12936 -0.68969  0.169
C 0.35347 0.91298 -0.41841  -0.078
N 0.51498 2.08884 -0.56388  -0.050

=====

Model three:
Entry from OMol25: the ion C3H6N3 with charge +1 (ωB97M-V with the def2-TZVPD basis set).

Total charge = +1
Orbital gap = 7.88 eV

Each line ends with the Löwdin charge.
Positions of all 12 atoms, in Å:
N -0.27445 1.92216 2.06686  0.239
N 0.52745 -1.32934 -1.13668  -0.143
H 0.18861 -2.33055 -1.61557  0.220
H 0.71226 2.14809 2.20425  0.163
C -0.74473 -0.60981 -0.71079  -0.188
C -0.40012 1.03315 1.13707  -0.007
H -1.57441 -1.34535 -0.28306  0.187
N -0.60264 0.17818 0.37019  0.187
H -0.83084 2.69508 2.33236  0.142
C 1.67333 -0.78900 -1.21068  -0.004
H -1.12716 -0.07123 -1.65309  0.173
H 2.45270 -1.50137 -1.50087  0.031

=====

Model four:
Entry from OMol25: the ion C3H6N3 with charge +1 (ωB97M-V with the def2-TZVPD basis set).

Total charge = +1
SMILES = [H]/N=C/N=C=[NH+]C
Orbital gap = 10.38 eV

Each line ends with the Löwdin charge.
Positions of all 12 atoms, in Å:
H -0.93716 -2.03443 2.03492  0.122
C -0.33159 -0.19265 -0.28463  -0.020
H 0.00464 -0.59773 -2.19562  0.149
N -0.19864 -0.57557 3.31341  0.169
N -0.54105 -0.44715 0.86354  0.264
H -0.06268 2.09240 -1.75427  0.123
C -0.53239 -1.05561 2.17728  -0.187
H 0.72949 1.21960 -3.14983  0.113
N -0.04949 0.04326 -1.47272  0.070
C 0.62744 1.23877 -2.03960  0.003
H -0.39827 -1.04422 4.16472  0.069
H 1.68970 1.35334 -1.65721  0.123

=====

Which is most stable? The ranking, best first, is model four, model three, model two, model one.

=====

Model one:
Entry from OMol25: a structure of composition C40H27MnN7O6S3 (ωB97M-V with the def2-TZVPD basis set).

Total charge = -2
Spin multiplicity = 6
Orbital gap (alpha / beta) = 6.34 / 6.45 eV

Each line ends with the Mulliken spin population.
Positions of all 84 atoms, in Å:
H -4.98206 -2.89676 -0.45988  0.000
H 5.67936 0.06708 -1.77283  0.000
C -1.16771 2.99520 -0.49075  0.023
H -2.06122 1.54482 -3.58183  0.009
S 1.53316 6.89260 0.32849  0.000
C 1.86693 -2.19858 -0.30404  0.014
H 0.06600 -1.29219 -5.21858  0.001
H -3.49218 2.72890 -5.22638  0.000
O -2.99521 0.15436 2.76186  0.011
N 0.70079 5.60872 0.85046  0.000
H -2.54180 -1.97528 3.31171  0.001
H -0.39911 -5.63216 2.61755  0.000
H -1.77910 5.03936 -0.55512  -0.001
C -1.95435 2.82288 -6.72182  0.000
H -3.51000 2.49480 2.46691  0.000
C 5.22231 5.08298 2.11286  0.000
N -2.24827 -1.17158 -1.34282  0.042
C -0.36660 1.49522 -4.88326  0.008
N -0.23779 -0.12089 -2.75290  -0.120
H -2.57418 3.34535 -7.43936  0.000
C -1.07802 -1.90675 1.77513  0.003
N 2.10819 0.26462 -0.37863  0.060
C 4.35368 6.94592 0.83336  0.000
C -2.92417 -2.61386 -3.15954  0.002
C -1.63903 -2.59234 -5.17722  0.000
C -2.12797 0.28441 1.88272  0.000
H 0.90204 -4.50563 0.82617  0.001
C 3.11115 6.35147 0.92118  0.000
C -3.25894 -1.60361 -0.62759  0.007
N -1.23246 -0.57104 1.40932  0.053
H 4.49015 7.88046 0.30560  0.000
H 4.70247 2.25886 -1.05205  -0.001
C -1.67637 1.81680 -4.55606  -0.003
N 0.63841 -1.91032 0.11333  -0.011
C -4.17674 -2.56727 -1.10213  0.001
C -0.59293 -4.59128 2.38255  0.001
H -3.36381 -1.20633 0.37260  -0.001
H 4.29183 -2.01189 -1.48103  0.000
O 1.12951 1.90773 -2.83717  0.004
C 2.90226 5.16276 1.58552  0.000
H 3.78158 3.56951 2.70193  0.000
Mn -0.19323 -0.02862 -0.37715  4.724
C -2.47013 2.47749 -5.48009  0.000
C -1.80008 -2.54703 2.77346  -0.005
C 2.83903 1.36484 -0.50415  0.002
S 0.95143 3.33754 2.26260  0.001
C -2.06643 -1.65000 -2.60069  0.007
C 0.14100 -3.96955 1.37439  0.002
C -3.99813 -3.07004 -2.35867  0.000
C -2.78729 3.91537 0.99070  0.005
C 1.44237 4.75117 1.53179  0.000
C -0.77790 -1.62217 -4.63100  0.008
C 5.41828 6.29057 1.44082  0.000
O 1.53893 6.97035 -1.11220  0.000
H -1.43835 -2.94633 -6.18198  0.000
C 3.92055 -1.03077 -1.22391  0.002
C 4.14120 1.33831 -0.97771  -0.005
H 2.35804 2.29071 -0.21680  0.011
O 1.73615 0.07551 -4.37593  0.000
H -4.66591 -3.82354 -2.76255  0.000
N -1.24866 1.80991 0.10746  -0.013
C 3.96292 4.50658 2.19208  0.000
C -2.06926 1.64758 1.16339  0.035
C 0.15419 1.83712 -6.11961  -0.002
H -0.45752 3.07028 -1.30736  -0.009
H 6.06644 4.58864 2.57832  0.000
H -3.36710 -3.83286 -4.89465  0.000
O 1.15423 8.09656 1.03376  0.000
C -1.55900 -3.88747 3.07646  0.001
H -2.13043 -4.36810 3.86207  0.000
H 6.41184 6.71898 1.38998  0.000
C -0.08198 -2.63725 1.05357  0.031
H -3.38054 4.74921 1.34680  0.000
C -0.96795 -1.11678 -3.36103  0.047
H -0.23746 2.77269 -8.00675  0.000
C -0.64289 2.50204 -7.03984  0.000
O 2.49281 -3.26364 -0.32179  0.012
C -2.87021 2.68273 1.61788  0.001
S 0.70872 0.78285 -3.64002  0.034
C 4.67551 0.12029 -1.36789  0.002
C 2.64119 -0.92377 -0.70258  0.004
C -1.91749 4.08347 -0.07531  0.000
H 1.17722 1.57205 -6.34965  0.000
C -2.70133 -3.08851 -4.47607  0.002

=====

Model two:
Entry from OMol25: a structure of composition C40H27MnN7O6S3 (ωB97M-V with the def2-TZVPD basis set).

Total charge = -2
Spin multiplicity = 6
Orbital gap (alpha / beta) = 5.90 / 5.98 eV

Each line ends with the Mulliken spin population.
Positions of all 84 atoms, in Å:
N -0.00665 -1.45442 -1.15625  0.022
S -1.70508 -0.82038 3.10117  0.052
N -2.30590 0.19757 -1.00999  -0.026
H 2.36383 -3.32683 -2.63590  0.000
H -6.52454 3.34619 -0.20252  0.000
C -2.04870 3.02028 1.84950  0.020
C 3.15388 -1.15823 1.70609  -0.008
C -2.89197 -4.89846 1.47687  0.000
H -3.18748 -5.86511 1.08110  0.000
S -0.13550 2.42048 -1.85361  -0.016
H 0.77341 3.46991 5.51686  0.001
O 4.75518 3.08848 -1.90172  0.003
H -4.40291 3.72144 0.98499  0.001
H -6.73914 1.41327 -1.74821  0.000
C -0.58391 3.26439 3.86743  -0.011
C -0.69392 -2.08354 -3.35315  0.005
H -2.56310 -5.65115 3.46356  0.000
H 4.63935 0.61017 -0.77967  0.001
C -3.38014 2.05861 0.12308  0.009
H 2.50119 -3.35294 4.18111  0.000
C -3.47889 0.97949 -0.80873  0.052
C 0.75942 -1.02584 2.38796  -0.029
C 1.42882 2.66299 -2.45387  0.039
H 0.69232 -3.24595 -4.51210  0.000
C -2.49940 -2.54698 1.14651  -0.023
C -5.68544 2.67773 -0.37059  -0.001
C 1.78189 3.08096 3.65203  -0.001
C -2.54539 -4.77881 2.81740  0.000
H -2.47641 -1.66492 0.51274  0.039
C 0.49109 -2.75859 -3.56382  -0.001
N 2.27278 3.60402 -2.07361  0.028
N -0.45732 -0.40191 2.17606  -0.003
H 3.99006 -0.35972 -6.04634  0.000
C 3.29819 2.05750 -3.82105  0.001
H 1.81388 -2.18829 -0.52181  0.000
H 5.03607 1.65471 -5.02867  0.000
N 1.59173 0.29341 0.56262  -0.059
C 4.03287 1.34863 -4.75200  0.000
C -0.68438 2.98023 2.50879  0.025
C 1.85405 -0.60916 1.54115  0.051
H 5.17951 -1.09024 0.96718  0.000
H 2.78757 3.12607 4.05466  -0.001
C -4.48891 2.89807 0.30006  0.001
C 3.44354 0.22358 -5.31403  0.002
C 2.34008 -2.57634 3.44091  -0.001
C 1.43204 0.57237 -4.01055  -0.006
O -2.86533 3.78662 2.38441  0.011
C -2.25186 -0.74087 -1.94968  0.023
H -4.80277 -0.05094 -2.13223  0.001
S 3.71433 3.47079 -2.82766  0.001
C 0.66487 3.28612 4.45336  0.005
O 3.98088 4.61073 -3.66661  0.002
H 4.38384 -2.56661 2.79549  0.000
C -0.90793 -1.43434 -2.13464  0.006
C 2.56280 0.67561 -0.21725  0.060
Mn -0.56275 0.91032 0.27008  4.633
H -1.49538 3.44947 4.41978  0.000
C -4.71150 0.77096 -1.45072  -0.002
H -1.48307 -2.04316 -4.09083  0.000
H -1.89730 -3.41556 4.37356  0.001
C -2.17130 -3.54099 3.33120  -0.001
H 2.30571 1.40296 -0.96480  -0.015
C 2.01391 1.70258 -3.46406  0.011
C 1.04970 -2.03725 3.30657  0.009
N -2.16398 2.20643 0.80011  -0.011
H -3.14355 -3.87180 -0.40542  0.000
H 0.27450 -2.39119 3.96202  0.001
O -3.12448 -1.16496 -2.73840  0.007
C -5.80317 1.60562 -1.23231  0.001
C 3.38880 -2.14908 2.68012  0.003
C -2.15150 -2.43802 2.49138  -0.011
C 1.58477 2.80229 2.31262  0.021
N 0.37539 2.71216 1.74980  0.054
C 1.41996 -2.80606 -2.53217  0.003
H 1.72177 -1.05484 -5.37439  0.000
H 2.43412 2.64477 1.65680  0.005
O -2.81814 0.03275 2.81291  0.003
C 1.11684 -2.15032 -1.35346  0.017
C 3.88637 0.21851 -0.10740  -0.003
C 4.17540 -0.69717 0.85007  0.001
C -2.87034 -3.78411 0.64145  0.001
O -1.34516 -0.99747 4.49324  0.001
C 2.16057 -0.16539 -4.93669  -0.001
H 0.42727 0.29869 -3.70789  0.001

=====

Which is most stable? The ranking, best first, is model one, model two.

=====

Model one:
Entry from OMol25: a cluster of 9 separate species, H18O9 in total (ωB97M-V with the def2-TZVPD basis set).

SMILES = O.O.O.O.O.O.O.O.O
Orbital gap = 10.13 eV

Each line ends with the Löwdin charge.
Positions of all 27 atoms, in Å:
O -0.66964 2.61264 1.52108  -0.072
O 2.20273 0.50156 -2.81234  -0.060
H -0.78322 0.48857 2.07722  -0.015
O 2.01986 -3.16160 -1.52684  -0.059
H -3.46934 -1.14617 -1.03162  0.061
O 1.91774 -1.54064 2.04568  -0.047
H -3.28027 -1.90812 0.28620  0.069
O -0.83138 -0.31882 2.60920  -0.069
H -1.50047 2.38900 1.07742  -0.009
O 1.36814 2.34470 -0.51717  -0.068
H 1.29375 0.73610 -3.02671  0.037
H 1.17952 1.39600 -0.42916  -0.003
H 2.29784 2.43933 -0.28925  0.048
H -0.06820 2.92142 0.82739  0.009
H 1.97879 -0.84254 1.38310  0.025
H -3.86274 1.88395 0.82509  0.060
O 0.00104 -0.19972 -0.22491  -0.050
H -0.18985 -0.92256 2.21388  -0.006
H -0.94774 -0.23939 -0.03467  0.017
H 2.73688 1.12743 -3.31099  0.039
H 2.58410 -2.40583 -1.33007  0.026
H 2.47962 -3.62246 -2.23592  0.036
H 0.13149 -0.85144 -0.92552  0.055
O -3.05934 1.35751 0.75532  -0.045
O -2.81811 -1.34786 -0.34942  -0.036
H -3.35068 0.45216 0.58332  0.017
H 2.63945 -2.14321 1.83969  0.040

=====

Model two:
Entry from OMol25: a structure of composition H18O9 (ωB97M-V with the def2-TZVPD basis set).

Orbital gap = 6.96 eV

Each line ends with the Löwdin charge.
Positions of all 27 atoms, in Å:
O 1.78847 1.82785 0.28050  0.138
H -1.55493 -2.01351 2.04872  0.152
H 0.31959 -1.11302 -1.15238  -0.131
H -0.32114 -0.64730 0.01675  -0.074
H 1.56879 1.21680 -0.57090  -0.235
H 0.34808 2.52481 -0.07599  -0.009
H 1.26179 1.47130 0.99583  0.131
H -0.15447 -1.28036 1.60786  -0.349
H 0.11972 0.75753 -0.33534  0.028
O 1.57467 0.70332 -1.37869  0.056
H -0.42517 -2.31718 0.48379  0.104
O 0.78288 -1.30908 1.79967  -0.065
H -1.77783 -1.12822 0.84104  -0.084
H 1.86374 1.31892 -2.05227  0.125
H 0.76004 -2.44196 -0.44981  0.159
H 0.67607 0.18923 -1.83718  -0.217
H -2.01722 0.07582 -0.28228  -0.003
O 0.25605 -0.65693 -1.99153  -0.099
O 0.06500 -1.83933 -0.18527  -0.011
H -3.17776 -0.89484 -0.33588  0.102
O -0.46263 2.50989 -0.58467  -0.022
O -1.15604 -1.30209 1.54771  0.088
H 0.92833 -0.57493 2.39642  0.029
H -0.17333 2.49939 -1.49705  0.064
H 2.19963 2.60869 0.65128  0.158
O -2.63123 -0.40147 0.27577  0.057
O -0.66101 0.21674 -0.21597  -0.094

=====

Model three:
Entry from OMol25: a cluster of 9 separate species, H18O9 in total (ωB97M-V with the def2-TZVPD basis set).

SMILES = O.O.O.O.O.O.O.O.O
Orbital gap = 10.87 eV

Each line ends with the Löwdin charge.
Positions of all 27 atoms, in Å:
H 2.98198 -2.41816 -2.25523  0.058
O -1.54223 -2.42779 -1.63165  -0.041
H -4.60029 0.48738 -2.11949  0.062
O 0.89028 0.73852 -2.11887  0.015
O 0.74273 3.03202 3.12859  -0.086
H -1.47476 3.39911 -0.71960  -0.045
H -1.65340 -1.50344 -1.96765  0.047
H 1.48459 0.32417 -1.60830  -0.054
O -2.43210 -2.57658 3.40491  -0.107
H 3.51724 -2.79822 -0.97226  0.003
H 4.59520 -0.21512 1.11187  0.034
H -0.96603 3.75760 -2.07907  0.062
H 1.31762 2.33286 3.61153  0.083
O -1.17685 4.10328 -1.18386  -0.021
O 2.78369 -2.32895 -1.30477  -0.038
H -0.11796 2.65076 3.03182  0.002
O 4.61319 0.48483 0.44502  -0.052
H -0.47348 -0.63160 1.06380  -0.009
H -4.00669 1.31493 -0.90694  -0.023
H 0.20892 0.07738 -2.20184  0.024
H -1.69839 -2.45359 -0.74065  -0.032
H 4.98965 0.03256 -0.30184  0.016
H -2.32528 -3.25482 4.07989  0.020
O -0.45976 -0.32600 0.20142  -0.031
O -3.87914 0.61307 -1.46606  -0.029
H 0.42049 -0.55846 -0.19362  0.052
H -1.73921 -1.85571 3.69286  0.089

=====

Model four:
Entry from OMol25: a cluster of 9 separate species, H18O9 in total (ωB97M-V with the def2-TZVPD basis set).

SMILES = O.O.O.O.O.O.O.O.O
Orbital gap = 11.61 eV

Each line ends with the Löwdin charge.
Positions of all 27 atoms, in Å:
H -1.06614 1.10125 0.87940  -0.021
H 1.42350 -0.16049 1.21396  0.040
O 1.27008 1.71462 2.01546  -0.086
H -0.54118 -0.68470 -3.32712  0.053
H -1.66568 1.29211 2.16129  0.046
O 0.86435 -2.33387 -0.79779  -0.042
H 0.86395 1.25287 -3.27016  0.026
H -1.13350 -1.03338 -2.00106  0.017
O -0.95441 -1.50270 -2.86470  -0.111
H 1.23882 -1.67201 0.81049  0.001
O 0.65203 1.56632 -1.13170  -0.037
O -1.33150 -0.89856 0.00076  -0.083
H 0.50473 2.17772 -0.40285  0.034
H -2.05306 -0.88161 0.70297  0.105
O 1.13229 -1.03834 1.50881  -0.062
H 0.01418 -0.84023 2.75465  -0.019
H -0.62912 -1.48634 0.36455  0.034
H 0.26097 1.63317 2.28976  0.067
O -0.75973 -0.45336 3.15686  -0.056
O -1.42335 1.83596 1.37455  -0.062
H 1.76648 2.13819 2.69864  0.034
H 0.28521 0.71560 -0.86741  0.009
O 0.37558 0.89358 -4.01806  -0.025
H 1.41698 -2.96808 -1.17206  0.034
H 0.25894 -2.14016 -1.56442  0.043
H -0.24284 1.53183 -4.28145  0.026
H -0.52758 0.24062 3.76662  0.036

=====

Which is most stable? The ranking, best first, is model four, model one, model three, model two.